Entry from the OMol25 dataset: a molecular structure, C44H37Cl8N3O2PRhS5Si (wB97M-V/def2-TZVPD).

Computed properties:
- LUMO: -1.21 eV
- Maximum force: 0.0138 hartree/bohr
- Calculated total energy: -8427.83613 hartree
- Charge: 0

Last column: Löwdin charge in e.
Element x y z (Å)
Rh (-0.595, -0.624, -0.467)  0.691
S (-1.233, 3.033, 5.757)  1.050
C (-0.688, 2.098, 7.078)  -0.408
C (-0.115, 0.934, 6.670)  -0.166
C (-0.110, 0.795, 5.259)  -0.103
C (-0.682, 1.859, 4.618)  -0.479
C (-0.893, 2.031, 3.180)  -0.172
C (-0.536, 0.980, 2.306)  -0.085
N (-0.811, 0.996, 1.027)  0.049
C (-1.440, 2.057, 0.494)  -0.148
C (-1.747, 3.192, 1.243)  -0.117
C (-2.345, 4.312, 0.573)  -0.001
C (-2.594, 4.276, -0.754)  -0.008
C (-2.300, 3.107, -1.538)  -0.120
C (-2.495, 3.040, -2.923)  0.069
C (-2.148, 1.899, -3.614)  -0.181
C (-1.666, 0.808, -2.869)  -0.135
N (-1.509, 0.830, -1.561)  -0.003
C (-1.765, 1.988, -0.895)  -0.137
C (-2.244, 1.796, -5.075)  -0.479
C (-2.632, 2.764, -5.961)  -0.118
C (-2.588, 2.330, -7.310)  -0.176
C (-2.161, 1.043, -7.424)  -0.402
S (-1.819, 0.347, -5.906)  1.068
C (-1.460, 3.154, 2.618)  0.046
H (-0.822, 2.456, 8.086)  0.067
H (0.301, 0.200, 7.345)  0.110
H (0.339, -0.050, 4.756)  0.117
H (-0.043, 0.093, 2.682)  0.093
H (-2.583, 5.195, 1.152)  0.121
H (-3.029, 5.131, -1.256)  0.118
H (-2.899, 3.902, -3.440)  0.126
H (-1.394, -0.106, -3.376)  0.011
H (-2.942, 3.756, -5.667)  0.108
H (-2.860, 2.947, -8.153)  0.105
H (-2.036, 0.462, -8.324)  0.070
H (-1.720, 4.007, 3.234)  0.109
C (4.764, 2.457, 5.636)  -0.046
C (3.457, 2.461, 4.862)  -0.448
C (3.361, 3.612, 3.877)  -0.081
O (3.232, 1.160, 4.275)  -0.343
P (3.743, 0.585, 2.866)  -0.203
S (3.805, -1.366, 2.965)  0.169
S (2.630, 1.361, 1.402)  0.289
O (5.218, 1.258, 2.861)  -0.348
C (6.317, 0.756, 2.086)  -0.493
C (6.207, 1.218, 0.648)  -0.061
C (7.575, 1.265, 2.759)  -0.050
H (4.852, 3.381, 6.212)  0.081
H (5.612, 2.381, 4.957)  0.064
H (4.791, 1.612, 6.325)  0.086
H (2.633, 2.552, 5.572)  0.129
H (4.163, 3.573, 3.139)  0.067
H (3.441, 4.549, 4.435)  0.082
H (2.410, 3.595, 3.346)  0.047
H (6.282, -0.336, 2.133)  0.097
H (6.142, 2.308, 0.610)  0.084
H (5.316, 0.807, 0.181)  0.037
H (7.085, 0.897, 0.082)  0.084
H (7.605, 2.357, 2.731)  0.084
H (8.458, 0.880, 2.247)  0.080
H (7.609, 0.943, 3.800)  0.082
Cl (-1.079, -4.286, -1.069)  0.279
Si (-1.096, -2.379, -1.855)  -0.667
Cl (-2.990, -2.239, -2.706)  0.264
Cl (0.163, -2.531, -3.517)  0.254
N (1.209, 0.037, -1.321)  -0.430
S (1.681, 0.335, -2.795)  0.988
C (2.319, 2.003, -2.822)  -0.385
C (1.692, 2.904, -3.669)  -0.088
C (2.074, 4.239, -3.637)  -0.076
C (3.064, 4.651, -2.758)  -0.069
C (3.681, 3.737, -1.909)  -0.051
C (3.314, 2.402, -1.938)  -0.080
C (3.173, -0.608, -3.091)  -0.401
C (3.483, -1.668, -2.260)  -0.078
C (4.589, -2.453, -2.563)  -0.058
C (5.361, -2.171, -3.678)  -0.074
C (5.032, -1.104, -4.508)  -0.073
C (3.927, -0.322, -4.222)  -0.079
H (1.860, 0.403, -0.606)  -0.094
H (0.914, 2.566, -4.345)  0.102
H (1.598, 4.953, -4.297)  0.105
H (3.359, 5.692, -2.729)  0.106
H (4.444, 4.066, -1.216)  0.111
H (3.771, 1.690, -1.260)  0.067
H (2.871, -1.884, -1.393)  0.103
H (4.844, -3.280, -1.914)  0.112
H (6.222, -2.785, -3.907)  0.106
H (5.631, -0.890, -5.382)  0.106
H (3.657, 0.505, -4.869)  0.113
Cl (-4.373, -0.323, 0.017)  0.689
C (-3.384, -1.375, 0.971)  -0.682
C (-2.038, -1.479, 0.683)  -0.404
C (-1.279, -2.252, 1.537)  -0.685
Cl (0.421, -2.138, 1.082)  0.761
C (-1.749, -2.955, 2.622)  -0.706
Cl (-0.682, -3.857, 3.610)  0.730
C (-3.123, -2.873, 2.864)  -0.693
Cl (-3.798, -3.737, 4.187)  0.696
C (-3.934, -2.080, 2.046)  -0.689
Cl (-5.617, -1.963, 2.379)  0.693